[1]
DFT (ωB97M-V with the def2-TZVPD basis set) results for 2 unconnected molecules or ions with the total composition C7H11N2O2.

For the LUMO energy, the calculation gives 3.03 eV. The gap between HOMO and LUMO comes out at 6.309 eV. Its charge is -1. The energy above the lowest of the compared OMol25 structures with the same formula, charge and spin comes out at 145.8 kJ/mol.

```
22
Properties=species:S:1:pos:R:3:mulliken_charge:R:1
O 1.85046 2.90066 1.07381 -0.462
O 1.49639 2.76615 -1.11735 -0.588
N -1.25893 -2.44875 -0.50159 -0.824
N -1.89044 -1.16722 1.26894 -0.672
C -1.59187 -2.37560 0.79273 -0.204
C 1.06406 0.23008 1.51970 -1.434
C -1.70920 -0.35105 0.16246 -0.695
C 1.28148 0.74460 0.08541 0.871
C 1.58818 2.19004 -0.05656 0.431
C -1.28304 -1.13467 -0.89903 0.907
C -0.88900 -0.82776 -2.30997 -1.132
H 2.06125 0.05531 -0.24007 0.247
H -0.82285 0.23012 -2.56325 0.278
H 0.83434 -0.83491 1.48364 0.360
H 0.38007 0.50406 -0.46739 -0.681
H 1.33414 3.71186 1.06851 0.322
H -1.73817 0.69610 0.44015 0.516
H 0.36905 0.63921 2.25190 0.342
H 2.02398 0.31960 2.05255 0.407
H 0.10120 -1.27549 -2.47174 0.247
H -1.67915 -3.22658 1.46407 0.417
H -1.52195 -1.34575 -3.03693 0.347
```

=====

[2]
DFT (ωB97M-V with the def2-TZVPD basis set) results for a gas-phase ion, C7H11N2O2 (charge +1).

For the LUMO energy (spin up / spin down), the calculation gives -6.39 / -7.05 eV. The gap between HOMO and LUMO (spin up / spin down) comes out at 7.710 / 6.543 eV. Its charge is +1. The energy above the lowest of the compared OMol25 structures with the same formula, charge and spin comes out at 417.3 kJ/mol.

```
22
Properties=species:S:1:pos:R:3:mulliken_charge:R:1
O -1.94711 0.24431 0.68360 -0.536
O -1.67639 1.44376 -1.20503 -0.301
N 2.20545 1.60410 0.01476 0.804
N 2.77396 2.12385 -0.79241 -0.570
C 1.45622 1.05468 0.87521 -0.327
C 1.68451 -1.42113 0.39242 -0.557
C -0.15164 -0.25358 -0.78962 -0.287
C 0.18906 -1.44901 -0.04852 -1.036
C 1.67098 -0.25282 1.43076 -0.636
C -2.93082 2.09795 -1.12221 -0.692
C -1.29918 0.53059 -0.29033 0.822
H 2.39103 -1.25195 -0.43621 0.363
H -2.85209 3.18249 -1.14959 0.275
H 0.06841 -2.32420 -0.52408 0.491
H -0.56087 -1.35738 0.73310 0.385
H 0.26468 0.08089 -1.65022 0.629
H -3.39221 1.86357 -2.01057 0.291
H 2.02672 -2.42006 0.93075 0.364
H 0.71643 1.77447 1.40466 0.378
H 2.51591 -0.40732 1.99653 0.466
H -3.49626 1.92909 -0.18059 0.326
H 0.77398 -0.45911 2.02331 0.349
```

=====

[3]
DFT (ωB97M-V with the def2-TZVPD basis set) results for a gas-phase ion, C7H11N2O3S (charge +1).

For the LUMO energy, the calculation gives -5.82 eV. The gap between HOMO and LUMO comes out at 7.108 eV. Its charge is +1. The energy above the lowest of the compared OMol25 structures with the same formula, charge and spin comes out at 214.4 kJ/mol.

```
24
Properties=species:S:1:pos:R:3:mulliken_charge:R:1
S -1.77001 -1.08526 -0.87544 0.144
O -1.36220 2.14092 -1.16764 -0.438
O 4.69618 0.14271 -0.73019 -0.659
O 3.02793 1.55137 -0.47723 -0.438
N 3.52422 0.17296 -0.51235 0.792
N 0.60342 0.25616 0.28512 -0.478
C -3.33359 2.31267 0.36347 -1.093
C 0.66651 -2.15268 0.02615 -0.715
C 2.73238 -0.78409 -0.31849 -0.823
C 1.31323 -0.74450 0.02094 0.843
C -2.11482 1.67033 -0.34073 0.556
C -1.89815 0.25347 0.09003 0.139
C -0.82933 -2.22767 0.27054 -0.836
H -1.24715 -2.02610 1.21658 0.460
H 3.31613 -1.67729 -0.28072 0.448
H 0.88612 1.24334 0.26457 0.281
H 0.95782 -2.63920 0.92407 0.336
H -4.05820 2.51384 -0.31224 0.339
H -3.05893 3.33484 0.83646 0.323
H 3.87194 1.88999 -0.85077 0.365
H -1.28634 -3.21360 -0.09930 0.433
H 0.91909 -2.67023 -0.84619 0.425
H -1.82520 -0.05876 1.22489 0.248
H -3.73103 1.79678 1.28847 0.350
```

=====

[4]
DFT (ωB97M-V with the def2-TZVPD basis set) results for 2 unconnected molecules or ions with the total composition C7H11N2O4S2.

For the LUMO energy, the calculation gives 3.05 eV. The gap between HOMO and LUMO comes out at 7.874 eV. Its charge is -1. The energy above the lowest of the compared OMol25 structures with the same formula, charge and spin comes out at 60.1 kJ/mol.

```
26
Properties=species:S:1:pos:R:3:mulliken_charge:R:1
S -4.89690 0.35150 2.07052 -0.373
S 1.86023 -0.69770 -0.22760 -0.310
O -3.62964 1.14115 -0.60577 -0.801
O -1.30635 1.59644 -0.33025 -0.496
O -2.20656 0.56400 -2.26555 -0.500
O -0.14014 -2.23854 0.61483 -0.737
N -0.61695 -0.40037 -0.82639 0.617
N -1.91392 -0.48590 -1.23502 -0.571
C 0.94579 0.80442 0.48465 1.437
C 0.56474 0.46944 1.92312 -1.363
C 0.18132 -1.72997 -0.44672 0.656
C 1.75246 2.01476 0.20488 -1.579
C 0.20091 -2.52955 -1.77116 -1.137
C -0.36422 0.72139 -0.26424 -0.135
C -2.56875 0.75734 -0.97889 0.880
H -0.71988 -2.96252 -2.21377 0.328
H 0.86196 -3.36616 -1.32544 0.283
H 1.36680 0.27913 2.59246 0.372
H -4.44108 0.60652 0.85366 0.233
H -0.25100 -0.27840 1.86934 0.401
H 1.33709 2.99519 0.42546 0.316
H -4.40360 1.53797 2.44727 0.114
H 2.72112 2.16987 0.67022 0.409
H 0.08123 1.47752 2.33565 0.253
H 2.09206 2.13548 -0.87112 0.358
H 0.81394 -1.89757 -2.42844 0.344
```

=====

[5]
DFT (ωB97M-V with the def2-TZVPD basis set) results for 2 unconnected molecules or ions with the total composition C7H11N3.

For the LUMO energy (spin up / spin down), the calculation gives 0.15 / 0.09 eV. The gap between HOMO and LUMO (spin up / spin down) comes out at 7.855 / 7.769 eV. Its charge is 0. The energy above the lowest of the compared OMol25 structures with the same formula, charge and spin comes out at 443.6 kJ/mol.

```
21
Properties=species:S:1:pos:R:3:mulliken_charge:R:1
N -1.00186 3.46205 -1.72910 0.219
N 0.28650 3.69993 -1.99630 -0.768
N 1.02078 2.81936 -1.53067 -0.099
C 0.23377 1.83291 -0.87637 0.089
C -2.30605 1.79761 -0.53419 -1.303
C -1.15542 2.28771 -0.99491 0.674
C 0.48603 -2.26698 0.83827 -1.029
C -0.51492 -1.20324 0.61345 -0.472
C 0.79590 0.76141 -0.34396 0.726
C 2.20087 0.36825 -0.26040 -1.252
H 2.49142 0.22193 0.78005 0.259
H 0.98708 -2.54265 -0.08732 0.261
H -1.72369 4.09126 -2.03284 0.189
H -1.16528 -1.28987 -0.23769 0.355
H 2.36142 -0.57281 -0.78720 0.232
H 1.22663 -1.97198 1.57817 0.271
H -0.90092 -0.67323 1.46577 0.359
H -3.23893 2.29966 -0.72016 0.293
H -2.32642 0.88997 0.03297 0.229
H -0.01596 -3.16641 1.21578 0.369
H 2.83415 1.13883 -0.70568 0.400
```

=====

[6]
DFT (ωB97M-V with the def2-TZVPD basis set) results for a gas-phase ion, C7H11N4 (charge +1).

For the LUMO energy, the calculation gives -3.12 eV. The gap between HOMO and LUMO comes out at 8.187 eV. Its charge is +1. The energy above the lowest of the compared OMol25 structures with the same formula, charge and spin comes out at 544.3 kJ/mol.

```
22
Properties=species:S:1:pos:R:3:mulliken_charge:R:1
N -1.98583 0.40613 -1.19898 -0.674
N 0.02974 0.41971 0.10196 -0.164
N 3.33002 -0.76173 -0.07815 -0.476
N -1.52811 -0.08009 -0.03500 0.609
C 0.69789 1.55873 0.10707 -0.212
C 2.16987 -0.16982 -0.06654 0.826
C -0.00186 -1.80057 -0.17222 -0.641
C 0.85532 -0.65397 -0.09363 0.116
C 2.03770 1.24227 0.16841 -0.840
C -2.31014 0.43035 1.17484 -0.779
C -1.30139 -1.47611 -0.09353 -0.624
H -2.26148 1.39975 -1.18218 0.291
H -2.16629 -1.96908 -0.13142 0.657
H -1.38658 0.19468 -1.91520 0.271
H 0.43697 -2.81265 -0.39243 0.356
H -1.64707 0.92305 1.79825 0.321
H -2.70330 -0.48586 1.49046 0.304
H 0.31966 2.50195 0.39110 0.437
H 2.78747 2.05718 -0.07187 0.311
H -3.05873 1.01955 0.83792 0.442
H 4.19154 -0.21396 -0.28469 0.244
H 3.49460 -1.72950 -0.35417 0.227
```